1.
Computed, not measured: a structure of composition C25H45BIN5NbO8S in a non-equilibrium geometry, with ωB97M-V/def2-TZVPD.

Structure (XYZ):
```
87
Properties=species:S:1:pos:R:3:mulliken_charge:R:1
I 5.0067 -0.8161 -3.6807 -0.143
Nb 0.3205 -0.5749 -0.7835 -1.241
S -4.7605 0.4708 1.1894 1.247
O -5.9424 -0.3469 1.1685 -0.692
O -1.4192 -2.3169 2.0532 -0.651
O -4.4481 1.0937 2.4417 -0.640
O -0.8076 0.1305 -5.8385 -0.376
O 0.0032 0.0671 -3.8922 -0.190
O 2.2352 0.1176 -0.6521 -0.428
O -4.9107 1.6514 0.1270 -0.519
O -0.6677 2.6009 -0.0753 -1.004
N 0.4991 -1.8409 0.8854 0.402
N 1.1693 2.8365 5.2003 0.066
N -3.3782 -3.1907 -4.0634 0.076
N 3.5918 6.4509 0.9264 0.038
N -0.7678 0.7082 -4.8073 0.095
C 3.0090 6.2685 2.1507 -0.656
C -0.5916 -2.6637 1.2118 0.589
C -3.3436 -0.4864 0.6685 -0.270
C 2.5315 -2.1764 -2.5838 -0.841
C -0.4261 1.3205 2.0392 -1.197
C 1.9164 5.4613 1.9757 -0.417
C -3.2022 -4.0462 -5.1133 -0.504
C -1.8100 -1.1757 -1.2570 -0.053
C -3.9070 -5.1901 -4.8458 -0.439
C 1.0483 -2.2448 -2.2157 -0.806
C 2.0379 1.4441 6.6820 -0.553
C -4.1801 -3.7726 -3.1228 -0.315
C 2.8448 -1.0643 -3.5607 -0.863
C -4.5295 -5.0159 -3.5793 -0.620
C 0.0867 0.7988 -2.6239 -1.321
C 0.1477 2.0298 5.6151 -0.379
C 2.3248 2.4892 5.8448 -0.418
C 2.8843 5.7656 -0.0270 -0.806
C -2.9570 -0.2674 -0.7828 -0.987
C 0.6534 1.1509 6.5342 -0.581
C 2.6699 0.6559 0.5815 0.074
C 1.8375 5.1408 0.5930 -0.034
C -0.7545 -4.0252 0.5673 -1.406
C 1.7577 -2.5879 0.9938 -1.084
C 4.1912 0.4173 0.7352 -1.483
B -0.3655 1.3474 0.4520 2.184
H 1.2438 5.1346 2.7511 0.414
H 0.4352 -2.3338 -3.1137 0.770
H -2.5674 -0.2666 1.3930 -0.212
H -1.8546 -1.1428 -2.3499 -0.129
H 2.5982 -2.0577 0.5604 0.014
H 2.5625 -1.3060 -4.5754 0.571
H -3.9678 -6.0554 -5.4844 0.394
H 1.9902 -2.7478 2.0509 0.323
H -2.0819 -2.2042 -1.0019 0.621
H 2.5165 1.7350 0.6055 0.265
H 1.0971 4.5209 0.1125 0.464
H 0.9047 1.5148 -2.6594 0.605
H 3.1878 -2.0903 -1.7230 0.274
H 4.7030 1.3023 1.1075 0.422
H -3.6520 -1.5187 0.8010 0.590
H 2.8106 -3.1134 -3.0775 0.607
H 1.0849 3.5683 4.5204 0.261
H 3.2462 3.0108 5.6513 0.397
H 4.3827 -0.3823 1.4469 0.314
H -2.9752 -2.2741 -3.9878 0.247
H -0.5552 -4.0028 -0.5001 0.259
H 1.7188 -3.5752 0.5344 0.510
H 2.7414 0.9423 7.3252 0.404
H -0.8452 2.1476 5.2171 0.412
H -1.7806 -4.3459 0.7039 0.391
H 0.3237 2.0380 2.3815 0.128
H 0.0957 0.3820 7.0412 0.411
H -3.8503 -0.5403 -1.3685 0.707
H 3.1872 5.7802 -1.0595 0.399
H -0.1117 -4.7687 1.0298 0.386
H -4.4317 -3.2547 -2.2127 0.387
H -5.4068 1.2991 -0.6237 0.356
H 4.4103 7.0014 0.7532 0.172
H 4.5947 0.1599 -0.2394 0.260
H -2.8074 0.7815 -1.0270 0.262
H -0.2578 0.3399 2.4671 0.275
H -0.8667 1.3252 -2.5599 0.895
H 2.1879 0.1834 1.4379 0.098
H 0.8940 -3.1803 -1.6727 0.195
H -1.4206 1.6891 2.2958 0.367
H 3.4192 6.7257 3.0347 0.391
H 2.4791 -0.0973 -3.2527 0.188
H -1.2297 2.5529 -0.8460 0.278
H -5.1580 -5.7219 -3.0629 0.409
H -2.5925 -3.7693 -5.9558 0.396
```

Results
HOMO	-4.71	eV
gap between HOMO and LUMO	6.75	eV
spin multiplicity	1
total charge	-1



2.
Computed, not measured: an isolated molecule of C5H8N2 in a non-equilibrium geometry, with ωB97M-V/def2-TZVPD.

Structure (XYZ):
```
15
Properties=species:S:1:pos:R:3:mulliken_charge:R:1
N -1.8836 0.4041 0.5684 -0.542
N -0.0279 -0.4379 -0.8473 -0.519
C -0.1562 -1.5366 0.2396 -0.292
C -1.9730 1.4471 -0.4990 -0.743
C 1.9873 -0.0761 0.7291 -1.162
C 1.1472 -0.9602 -0.1583 0.275
C -0.8947 -0.3197 0.3032 0.653
H 1.3590 0.4996 1.4146 0.298
H -1.1038 1.3880 -1.1680 0.334
H -0.5606 -2.4955 -0.0558 0.240
H 2.6852 -0.6842 1.3131 0.311
H 2.5718 0.6280 0.1253 0.298
H -2.0129 2.4072 0.0055 0.271
H -2.8568 1.3496 -1.1505 0.254
H 1.7190 -1.6134 -0.8198 0.323
```

Results
SMILES	C/N=C1/[C@@H]2[C@H](C)N12
HOMO	-9.48	eV
relative energy (zero: lowest compared OMol25 entry of this formula, charge and spin)	328.6	kJ/mol
gap between HOMO and LUMO	10.57	eV
spin multiplicity	1



3.
Computed, not measured: a cluster of 2 separate species, C4H12 in total in a non-equilibrium geometry, with ωB97M-V/def2-TZVPD.

Structure (XYZ):
```
16
Properties=species:S:1:pos:R:3:mulliken_charge:R:1
C -2.2076 -2.0010 -0.2938 -0.983
C 1.6188 2.2605 0.8799 -0.823
C 1.4663 1.2393 -0.2279 -0.675
C -0.8242 -1.4563 -0.3294 -0.905
H 1.7441 1.5538 -1.1767 0.455
H -2.2276 -2.5150 0.5991 0.307
H -0.3868 -0.9435 0.5431 0.305
H 0.3825 0.9972 -0.4902 0.018
H -3.0655 -1.3289 -0.2763 0.316
H 2.0907 1.8790 1.7837 0.273
H 0.5179 2.3398 1.1847 0.226
H -0.1367 -2.1217 -0.7093 0.370
H 1.9860 3.2241 0.5502 0.267
H -0.7540 -0.7065 -1.0824 0.306
H 2.0527 0.3545 0.0784 0.257
H -2.2565 -2.7751 -1.0332 0.284
```

Results
SMILES	CC.CC
HOMO	-11.03	eV
relative energy (zero: lowest compared OMol25 entry of this formula, charge and spin)	108.5	kJ/mol
gap between HOMO and LUMO	12.17	eV
spin multiplicity	1



4.
Computed, not measured: a structure of composition C14H23BeN2PSe in a non-equilibrium geometry, with ωB97M-V/def2-TZVPD.

Structure (XYZ):
```
42
Properties=species:S:1:pos:R:3:mulliken_charge:R:1
Se -0.1059 0.0769 4.9659 -0.080
P 0.7273 1.9204 -1.0875 1.246
N 0.7668 -1.7944 -1.0974 0.714
N 0.3407 -0.3686 2.0898 -0.513
C 1.8638 -2.3541 -0.2872 -1.218
C -2.6318 -1.0410 -3.4529 -0.838
C 0.2288 -0.1902 3.2913 0.207
C -2.3107 1.4104 -3.5763 -0.726
C 1.3522 -1.3986 -2.4013 -1.359
C 1.5001 3.2676 -0.1281 -1.206
C -0.2524 -2.8834 -1.3177 -0.635
C -2.8087 0.1949 -4.1109 -0.733
C -1.3797 0.1140 -1.7536 0.478
C -1.5715 1.3485 -2.3786 1.104
C -0.8399 2.5584 -1.7905 -1.330
C 1.7318 1.9992 -2.6342 -1.549
C -1.9042 -1.0786 -2.2430 0.647
C -1.6917 -2.3889 -1.5172 -0.929
Be -0.0465 -0.0132 -0.5243 -0.746
H 2.4078 -3.1158 -0.8647 0.416
H 2.7600 1.6604 -2.4422 0.372
H -1.3600 2.9731 -0.9103 0.411
H -2.1954 -3.2033 -2.0585 0.358
H 0.0712 -3.4831 -2.1942 0.321
H 1.7429 3.0383 -2.9996 0.479
H -2.1403 -2.3648 -0.5118 0.338
H -3.3780 0.2332 -5.0426 0.340
H 2.4784 2.9286 0.2607 0.357
H 1.6346 4.1657 -0.7607 0.377
H 0.8401 3.5039 0.7239 0.333
H 1.1285 -0.0268 1.5454 0.160
H -0.6266 3.3762 -2.5028 0.443
H 2.1053 -0.6249 -2.2155 0.334
H 1.2914 1.3588 -3.4095 0.324
H 1.4621 -2.8347 0.6040 0.375
H -0.1909 -3.5572 -0.4442 0.327
H -0.4783 0.9930 0.3131 -0.416
H 2.5642 -1.5708 0.0053 0.311
H 1.8340 -2.2525 -2.9127 0.451
H 0.5701 -0.9918 -3.0500 0.388
H -2.4550 2.4132 -4.0360 0.356
H -3.0345 -1.9979 -3.8444 0.309
```

Results
HOMO	-6.76	eV
gap between HOMO and LUMO	6.98	eV
spin multiplicity	1



Let's list DFT total energy in order: -2632.8817, -304.7103, -159.5436, -3414.2134 hartree.